C31H56MnN7O as an isolated structure, computed with ωB97M-V with the def2-TZVPD basis set.

The geometry in XYZ format:
```
96
C31H56MnN7O | OMol25 | ωB97M-V with the def2-TZVPD basis set
Mn -1.012 -3.383 0.063
C 0.565 0.296 0.803
C -0.705 -0.058 -0.035
C -0.527 0.076 -1.576
O -1.179 -1.349 0.339
H 0.480 0.032 1.857
H 0.844 1.349 0.831
H 1.407 -0.214 0.336
H -1.290 0.781 0.341
H -1.508 -0.058 -2.033
H 0.071 -0.728 -2.003
H -0.225 1.050 -1.960
C -0.247 4.327 -2.796
C -1.482 3.642 -3.364
C -2.425 3.106 -2.320
C -3.381 2.173 -2.951
N -4.157 1.414 -3.474
H 0.370 3.657 -2.197
H -0.468 5.197 -2.177
H 0.453 4.731 -3.528
H -1.142 2.836 -4.014
H -1.973 4.310 -4.072
H -2.971 3.925 -1.852
H -1.882 2.543 -1.560
C 4.043 0.352 3.083
C 5.125 1.030 2.249
C 4.426 1.747 1.042
C 3.533 2.794 1.358
N 2.761 3.675 1.592
H 4.502 -0.399 3.725
H 3.355 -0.172 2.420
H 3.470 1.159 3.540
H 5.795 0.327 1.754
H 5.842 1.673 2.758
H 3.708 1.187 0.443
H 5.228 2.043 0.365
C -2.177 3.448 2.674
C -1.011 3.393 1.691
C -0.373 4.747 1.390
C -1.369 5.827 1.077
N -2.127 6.622 0.758
H -2.005 4.117 3.517
H -2.381 2.510 3.190
H -3.117 3.722 2.193
H -1.408 2.862 0.826
H -0.311 2.704 2.163
H 0.431 4.581 0.674
H 0.016 5.084 2.351
C 2.300 -6.996 -2.599
C 2.004 -6.031 -3.745
C 2.062 -4.506 -3.495
C 1.163 -3.953 -2.433
N 0.447 -3.529 -1.630
H 3.227 -6.637 -2.151
H 2.408 -8.042 -2.886
H 1.508 -6.832 -1.869
H 1.040 -6.303 -4.174
H 2.739 -6.198 -4.532
H 1.890 -3.860 -4.356
H 3.060 -4.248 -3.141
C -6.393 0.838 0.311
C -5.166 0.741 1.167
C -4.615 -0.674 1.079
C -5.568 -1.723 1.543
N -6.287 -2.594 1.818
H -6.821 1.807 0.568
H -7.235 0.174 0.504
H -6.029 0.875 -0.716
H -5.455 0.891 2.207
H -4.427 1.467 0.829
H -3.717 -0.826 1.678
H -4.428 -0.966 0.045
C -0.929 -2.224 4.506
C -2.461 -1.903 4.543
C -3.295 -3.084 4.025
C -2.851 -3.528 2.680
N -2.514 -3.844 1.651
H -0.238 -1.532 4.988
H -0.678 -2.048 3.460
H -0.689 -3.219 4.882
H -2.760 -1.085 3.889
H -2.847 -1.653 5.531
H -4.325 -2.760 3.877
H -3.410 -3.933 4.699
C 3.235 -1.087 -2.442
C 4.257 -0.174 -3.242
C 5.761 -0.446 -3.076
C 6.347 -0.201 -1.763
N 6.894 -0.054 -0.780
H 2.207 -1.108 -2.803
H 3.205 -0.784 -1.396
H 3.457 -2.153 -2.384
H 3.970 0.876 -3.183
H 4.081 -0.340 -4.305
H 6.365 0.237 -3.674
H 5.940 -1.514 -3.200
```

The HOMO-LUMO gap (alpha / beta) comes out at 8.306 / 7.520 eV. The expectation value of S² is 8.76. As for the multiplicity: 6. The charge is +1. The total energy is -76844.622 eV. The LUMO energy (alpha / beta) is -3.63 / -4.40 eV. For the highest occupied orbital energy (alpha / beta), the calculation gives -11.934 / -11.918 eV.

Taken from the Löwdin analysis, the atomic charges in e are: Mn 1.06; C -0.06; C -0.51; C -0.04; O -0.38; H 0.07; H 0.05; H 0.05; H 0.09; H 0.07; H 0.04; H 0.07; C -0.10; C -0.27; C -0.20; C -0.20; N 0.13; H 0.06; H 0.07; H 0.08; H 0.11; H 0.12; H 0.13; H 0.08; C -0.10; C -0.22; C -0.21; C -0.23; N 0.16; H 0.08; H 0.06; H 0.08; H 0.08; H 0.12; H 0.10; H 0.11; C -0.11; C -0.27; C -0.18; C -0.22; N 0.14; H 0.08; H 0.06; H 0.07; H 0.07; H 0.09; H 0.08; H 0.11; C -0.09; C -0.25; C -0.14; C -0.11; N 0.13; H 0.08; H 0.09; H 0.07; H 0.11; H 0.11; H 0.13; H 0.11; C -0.11; C -0.26; C -0.19; C -0.23; N 0.15; H 0.08; H 0.08; H 0.08; H 0.12; H 0.11; H 0.08; H 0.12; C -0.08; C -0.21; C -0.15; C -0.14; N 0.14; H 0.07; H 0.05; H 0.08; H 0.10; H 0.12; H 0.11; H 0.13; C -0.08; C -0.21; C -0.17; C -0.24; N 0.16; H 0.05; H 0.05; H 0.04; H 0.11; H 0.10; H 0.13; H 0.12



A 8-piece molecular cluster, C32H40F24O16 overall, computed with ωB97M-V with the def2-TZVPD basis set.

The geometry in XYZ format:
```
112
C32H40F24O16 | OMol25 | ωB97M-V with the def2-TZVPD basis set
C -2.861 0.477 1.040
C -2.588 -1.038 0.912
O -3.057 -1.834 1.976
C -3.278 -3.126 1.948
O -3.100 -3.860 0.999
C -3.688 -3.654 3.393
F -3.402 -4.927 3.482
F -2.938 -3.030 4.331
F -4.974 -3.399 3.643
H -3.914 0.621 1.283
H -2.674 0.894 0.050
H -2.323 1.037 1.805
H -1.565 -1.148 0.551
H -3.065 -1.367 -0.011
C -3.654 -8.827 -0.561
C -3.311 -8.372 0.900
O -2.369 -7.303 0.744
C -1.511 -6.994 1.795
O -1.556 -7.541 2.914
C -0.467 -5.897 1.438
F -0.431 -4.859 2.263
F 0.709 -6.552 1.473
F -0.686 -5.407 0.246
H -2.873 -9.424 -1.031
H -3.924 -7.976 -1.187
H -4.520 -9.489 -0.546
H -2.861 -9.176 1.482
H -4.267 -8.044 1.308
C 0.139 0.628 -1.442
C 1.090 0.904 -0.246
O 0.790 -0.029 0.717
C 1.545 -0.187 1.887
O 2.535 0.528 2.133
C 1.067 -1.286 2.879
F 2.076 -2.148 2.958
F 0.776 -0.681 4.107
F 0.013 -1.985 2.369
H -0.903 0.875 -1.239
H 0.189 -0.435 -1.677
H 0.434 1.187 -2.330
H 1.064 1.923 0.142
H 2.088 0.692 -0.628
C 2.038 2.745 -8.598
C 1.337 1.522 -8.014
O 1.908 1.341 -6.722
C 1.903 0.146 -6.125
O 1.480 -0.931 -6.633
C 2.510 0.240 -4.734
F 2.511 1.474 -4.228
F 1.841 -0.606 -3.906
F 3.725 -0.290 -4.685
H 1.491 3.033 -9.495
H 3.085 2.493 -8.769
H 1.929 3.638 -7.983
H 1.537 0.676 -8.672
H 0.281 1.626 -7.766
C 4.744 2.782 0.204
C 5.504 1.520 0.447
O 6.530 1.360 -0.541
C 6.219 1.153 -1.871
O 5.068 0.986 -2.247
C 7.449 1.200 -2.774
F 8.616 1.377 -2.029
F 7.536 0.185 -3.572
F 7.258 2.259 -3.617
H 4.246 2.746 -0.764
H 5.393 3.658 0.218
H 3.913 2.980 0.881
H 4.863 0.640 0.400
H 5.939 1.653 1.438
C -0.544 4.849 -0.274
C -1.484 3.956 0.464
O -2.533 4.796 0.952
C -3.515 4.350 1.626
O -3.678 3.130 1.973
C -4.616 5.437 1.865
F -5.806 4.913 1.477
F -4.596 5.719 3.154
F -4.323 6.524 1.104
H 0.465 4.476 -0.453
H -0.358 5.794 0.236
H -0.981 4.994 -1.263
H -0.982 3.329 1.201
H -1.982 3.226 -0.174
C -1.511 -1.540 -4.159
C -1.731 -0.636 -5.365
O -1.323 0.766 -5.165
C -2.111 1.631 -4.543
O -3.159 1.299 -3.958
C -1.615 3.108 -4.502
F -1.268 3.444 -3.276
F -0.524 3.284 -5.312
F -2.569 3.968 -4.925
H -0.497 -1.585 -3.762
H -1.736 -2.549 -4.503
H -2.172 -1.235 -3.348
H -2.730 -0.825 -5.756
H -1.075 -0.916 -6.189
C -0.092 -0.999 7.469
C 0.087 0.459 7.367
O 0.734 1.052 8.493
C 1.072 2.369 8.611
O 0.822 3.165 7.725
C 1.856 2.714 9.904
F 2.871 3.567 9.671
F 1.047 3.280 10.794
F 2.440 1.646 10.417
H -0.909 -1.270 8.138
H 0.847 -1.425 7.820
H -0.256 -1.468 6.499
H -0.864 0.990 7.314
H 0.689 0.829 6.537
```

The HOMO-LUMO gap (alpha / beta) comes out at 6.716 / 2.062 eV. The expectation value of S² is 0.76. As for the multiplicity: 2. The charge is +1. The total energy is -131800.944 eV. The LUMO energy (alpha / beta) is -5.70 / -10.36 eV. For the highest occupied orbital energy (alpha / beta), the calculation gives -12.418 / -12.418 eV.

Atom charges from the Löwdin analysis, given in e for atoms 1 to 99: C -0.05; C -0.19; O 0.05; C -0.35; O 0.16; C -0.54; F 0.20; F 0.15; F 0.18; H 0.08; H 0.06; H 0.07; H 0.11; H 0.13; C -0.06; C -0.18; O -0.01; C -0.28; O 0.12; C -0.58; F 0.17; F 0.17; F 0.19; H 0.07; H 0.07; H 0.07; H 0.12; H 0.12; C -0.03; C -0.22; O -0.02; C -0.24; O 0.13; C -0.45; F 0.19; F 0.12; F 0.14; H 0.05; H 0.08; H 0.07; H 0.11; H 0.13; C -0.05; C -0.19; O 0.01; C -0.32; O 0.11; C -0.54; F 0.17; F 0.12; F 0.18; H 0.08; H 0.09; H 0.08; H 0.13; H 0.13; C -0.08; C -0.20; O 0.01; C -0.31; O 0.13; C -0.50; F 0.13; F 0.22; F 0.14; H 0.06; H 0.09; H 0.07; H 0.12; H 0.13; C -0.02; C -0.16; O 0.15; C -0.17; O 0.40; C -0.47; F 0.20; F 0.24; F 0.21; H 0.10; H 0.10; H 0.08; H 0.14; H 0.13; C -0.05; C -0.15; O 0.02; C -0.34; O 0.11; C -0.51; F 0.16; F 0.14; F 0.16; H 0.06; H 0.09; H 0.07; H 0.13; H 0.11; C -0.06